Molecular formula: C5H8O
Method: DFT, ωB97M-V with the def2-TZVPD basis set

The geometry in ORCA input format:
```
! RIJCOSX wB97M-V def2-TZVPD def2/J DEFGRID3
* xyz 0 1
C 1.85733 -1.29539 -0.35139
C 0.54758 -0.74649 -0.92002
C -0.63441 -0.84340 -0.05828
C -1.44717 -0.15398 0.51890
C -1.70866 1.30426 0.51614
O -1.67960 1.95827 1.75245
H 1.69026 -2.22905 0.19288
H 2.57024 -1.49315 -1.15570
H 2.31264 -0.58218 0.34233
H 0.58166 0.36915 -1.01359
H 0.34367 -1.12181 -1.92597
H -2.64699 1.56546 0.02540
H -0.87490 1.64411 -0.15642
H -0.91166 1.62422 2.23329
*
```

The SMILES is CCC#CCO. Its energy relative to the best compared isomer or geometry (same formula, charge and spin) is 81.2 kcal per mole. The value obtained for the largest force on an atom is 0.7 eV/A. The total energy comes out at -7358.73300 eV. For the HOMO energy, the calculation gives -9.44 eV.

Molecular formula: C5H8O
Method: DFT, ωB97M-V with the def2-TZVPD basis set

The geometry in ORCA input format:
```
! RIJCOSX wB97M-V def2-TZVPD def2/J DEFGRID3
* xyz 0 1
C 0.53216 -1.10006 -1.33172
C 1.46557 -2.01329 -1.09039
C -0.99236 1.64698 0.25904
C 0.09106 1.26050 1.23311
O -0.84385 0.29746 1.81801
C -1.74802 0.73524 0.87489
H 0.74597 -0.19767 -1.90058
H -0.48599 -1.20930 -0.96722
H 1.24681 -2.91455 -0.52302
H 2.48465 -1.90114 -1.45260
H 0.96106 0.73522 0.82923
H 0.38363 2.00403 1.97986
H -2.74594 0.31150 0.82827
H -1.09476 2.34509 -0.55687
*
```

Its energy relative to the best compared isomer or geometry (same formula, charge and spin) is 75.1 kcal per mole. The value obtained for the largest force on an atom is 0.4 eV/A. The total energy comes out at -7358.99675 eV. For the HOMO energy, the calculation gives -8.96 eV.

Molecular formula: C5H8O
Method: DFT, ωB97M-V with the def2-TZVPD basis set

The geometry in ORCA input format:
```
! RIJCOSX wB97M-V def2-TZVPD def2/J DEFGRID3
* xyz 0 1
O -1.80302 -1.64767 0.63340
C -0.62138 -1.57525 0.86057
C 0.18134 -0.38113 0.69659
C -0.43108 0.96941 0.46341
C 0.26574 1.15241 -0.85638
C 0.72714 -0.28193 -0.90025
H -0.22370 -2.55820 1.13554
H 0.87967 -0.36372 1.54172
H -1.50718 0.98480 0.35605
H -0.15741 1.70836 1.21144
H -0.37549 1.44810 -1.68115
H 1.06229 1.88296 -0.76236
H 0.18029 -0.86152 -1.66174
H 1.79123 -0.48244 -0.97791
*
```

The SMILES is O=CC1CCC1. Its energy relative to the best compared isomer or geometry (same formula, charge and spin) is 40.0 kcal per mole. The value obtained for the largest force on an atom is 2.2 eV/A. The total energy comes out at -7360.51930 eV. For the HOMO energy, the calculation gives -9.54 eV.

Molecular formula: C5H8O
Method: DFT, ωB97M-V with the def2-TZVPD basis set

The geometry in ORCA input format:
```
! RIJCOSX wB97M-V def2-TZVPD def2/J DEFGRID3
* xyz 0 1
C -1.93234 -0.97852 -0.68255
C -0.81889 -0.69198 0.29294
C 0.33229 -0.06729 -0.03896
O 0.61139 0.19775 -1.38469
C 1.44106 0.22256 0.92453
C 2.03753 1.38995 0.81955
H -1.70488 -1.98523 -1.05901
H -1.88981 -0.36474 -1.59971
H -2.94588 -0.93688 -0.25904
H -1.06235 -0.60139 1.34464
H -0.19871 0.33700 -1.87371
H 1.25202 -0.31885 1.85950
H 2.20827 2.10328 -0.00263
H 2.67030 1.69433 1.65914
*
```

The SMILES is C=C/C(O)=C/C. Its energy relative to the best compared isomer or geometry (same formula, charge and spin) is 47.1 kcal per mole. The value obtained for the largest force on an atom is 3.5 eV/A. The total energy comes out at -7360.21181 eV. For the HOMO energy, the calculation gives -8.32 eV.

Molecular formula: C5H8O
Method: DFT, ωB97M-V with the def2-TZVPD basis set

The geometry in ORCA input format:
```
! RIJCOSX wB97M-V def2-TZVPD def2/J DEFGRID3
* xyz 0 1
C 0.35690 1.43681 -0.82816
C 0.57738 -0.04687 -0.66156
C 1.03586 -0.60713 0.63959
C -0.35493 -0.94592 0.13541
C -1.62430 -0.56500 0.82697
O -2.54772 -1.34690 0.87922
H -0.01793 1.89105 0.09475
H 1.29942 1.93547 -1.08407
H -0.35965 1.64342 -1.62921
H 0.97917 -0.53465 -1.54966
H 1.12780 0.08077 1.47699
H 1.76675 -1.41109 0.64161
H -0.47855 -1.94864 -0.26207
H -1.76022 0.41868 1.32018
*
```

The SMILES is C[C@H]1C[C@H]1C=O. Its energy relative to the best compared isomer or geometry (same formula, charge and spin) is 28.4 kcal per mole. The value obtained for the largest force on an atom is 0.5 eV/A. The total energy comes out at -7361.02474 eV. For the HOMO energy, the calculation gives -9.72 eV.

Molecular formula: C5H8O
Method: DFT, ωB97M-V with the def2-TZVPD basis set

The geometry in ORCA input format:
```
! RIJCOSX wB97M-V def2-TZVPD def2/J DEFGRID3
* xyz 0 1
C 0.76669 -1.60218 1.78730
O 1.65279 -1.15975 0.79029
C 0.98705 -0.80728 -0.40026
C 0.05484 0.32998 -0.28483
C -0.81453 0.82843 -1.10360
C -1.43757 1.77884 -1.89446
H 0.23552 -2.51713 1.47484
H 1.36516 -1.82312 2.67382
H 0.02142 -0.83199 2.03185
H 1.78057 -0.55877 -1.11693
H 0.44790 -1.68918 -0.79927
H -2.47434 1.65655 -2.19438
H -0.89575 2.63360 -2.29836
H -1.26375 0.20783 -1.98870
*
```

Its energy relative to the best compared isomer or geometry (same formula, charge and spin) is 139.1 kcal per mole. The value obtained for the largest force on an atom is 0.4 eV/A. The total energy comes out at -7356.22362 eV. For the HOMO energy (spin up / spin down), the calculation gives -7.99 / -7.99 eV.

Molecular formula: C5H8O
Method: DFT, ωB97M-V with the def2-TZVPD basis set

The geometry in ORCA input format:
```
! RIJCOSX wB97M-V def2-TZVPD def2/J DEFGRID3
* xyz 0 1
C 0.51255 -1.47402 -0.91148
C 0.05372 -0.30030 -0.09235
C -0.83937 0.77132 -0.70088
C 0.79068 0.96902 0.24081
C 0.22446 0.66805 1.63402
O -0.37487 -0.58431 1.24310
H 1.31582 -2.00228 -0.38979
H -0.30857 -2.17839 -1.08382
H 0.89333 -1.13380 -1.87923
H -1.82966 0.83510 -0.24984
H -0.80498 0.80494 -1.78944
H -0.23542 1.76018 -0.43980
H -0.47425 1.36552 2.11180
H 1.07654 0.49896 2.30690
*
```

Its energy relative to the best compared isomer or geometry (same formula, charge and spin) is 112.0 kcal per mole. The value obtained for the largest force on an atom is 0.4 eV/A. The total energy comes out at -7357.39648 eV. For the HOMO energy, the calculation gives -8.63 eV.

Molecular formula: C5H8O
Method: DFT, ωB97M-V with the def2-TZVPD basis set

The geometry in ORCA input format:
```
! RIJCOSX wB97M-V def2-TZVPD def2/J DEFGRID3
* xyz 0 1
C 1.63009 0.21906 -0.90553
C 0.75590 -0.30462 0.22875
O 0.32612 0.50681 1.36087
C -1.09775 -0.19089 1.22857
C -1.52892 0.60945 0.06787
C -0.66969 -0.64586 -0.11400
H 2.63940 0.50339 -0.59380
H 1.17168 1.04933 -1.45122
H 1.73477 -0.61920 -1.61582
H 1.24811 -1.17007 0.68275
H -1.74278 -0.71806 1.96718
H -2.54538 0.74952 -0.28898
H -0.90978 1.49150 0.15825
H -0.94637 -1.54099 -0.65672
*
```

The SMILES is C[C@H]1O[C@H]2C[C@H]21. Its energy relative to the best compared isomer or geometry (same formula, charge and spin) is 75.1 kcal per mole. The value obtained for the largest force on an atom is 2.3 eV/A. The total energy comes out at -7358.99689 eV. For the HOMO energy, the calculation gives -9.48 eV.

Molecular formula: C5H8O
Method: DFT, ωB97M-V with the def2-TZVPD basis set

The geometry in ORCA input format:
```
! RIJCOSX wB97M-V def2-TZVPD def2/J DEFGRID3
* xyz 0 1
C 1.71137 0.45125 -0.45369
C 2.33959 1.17451 -1.38741
C -1.97270 -0.66425 0.51972
O -2.30999 -1.16412 1.76803
C -0.42382 -0.43733 0.47437
C 0.21490 0.28103 -0.48287
H 2.34451 -0.05512 0.37969
H 1.73298 1.87554 -2.09690
H 3.31154 1.54460 -1.15542
H -2.39965 -1.12995 -0.35133
H -2.35400 0.34650 0.70233
H -1.89120 -2.04698 2.07761
H 0.02805 -0.90918 1.32984
H -0.33159 0.73350 -1.32397
*
```

The SMILES is C=C/C=C/CO. Its energy relative to the best compared isomer or geometry (same formula, charge and spin) is 59.4 kcal per mole. The value obtained for the largest force on an atom is 3.9 eV/A. The total energy comes out at -7359.67800 eV. For the HOMO energy, the calculation gives -8.76 eV.

Molecular formula: C5H8O
Method: DFT, ωB97M-V with the def2-TZVPD basis set

The geometry in ORCA input format:
```
! RIJCOSX wB97M-V def2-TZVPD def2/J DEFGRID3
* xyz 0 1
C 1.38761 -0.42009 -0.65352
C 0.13521 -0.03465 0.04000
C -0.98892 -1.08203 0.62127
C -1.25628 0.00038 -0.37103
O -1.55948 1.26162 0.17810
C -0.19932 1.33723 0.65475
H 1.24783 -1.38713 -1.14077
H 2.26752 -0.49959 -0.00009
H 1.59866 0.33265 -1.41498
H -0.90062 -2.06275 0.15362
H -0.35377 -0.85183 1.44851
H -1.56932 -0.25185 -1.37683
H -0.16040 1.53269 1.73594
H 0.35129 2.12535 0.12504
*
```

Its energy relative to the best compared isomer or geometry (same formula, charge and spin) is 93.4 kcal per mole. The value obtained for the largest force on an atom is 2.5 eV/A. The total energy comes out at -7358.20505 eV. For the HOMO energy, the calculation gives -8.63 eV.

Which value of largest force on an atom does entry 10 give? 2.5 eV/A

The lowest energy relative to the best compared isomer or geometry (same formula, charge and spin) belongs to which entry? number 5

Copy entry 9 word for word.
Molecular formula: C5H8O
Method: DFT, ωB97M-V with the def2-TZVPD basis set

The geometry in ORCA input format:
```
! RIJCOSX wB97M-V def2-TZVPD def2/J DEFGRID3
* xyz 0 1
C 1.71137 0.45125 -0.45369
C 2.33959 1.17451 -1.38741
C -1.97270 -0.66425 0.51972
O -2.30999 -1.16412 1.76803
C -0.42382 -0.43733 0.47437
C 0.21490 0.28103 -0.48287
H 2.34451 -0.05512 0.37969
H 1.73298 1.87554 -2.09690
H 3.31154 1.54460 -1.15542
H -2.39965 -1.12995 -0.35133
H -2.35400 0.34650 0.70233
H -1.89120 -2.04698 2.07761
H 0.02805 -0.90918 1.32984
H -0.33159 0.73350 -1.32397
*
```

The SMILES is C=C/C=C/CO. Its energy relative to the best compared isomer or geometry (same formula, charge and spin) is 59.4 kcal per mole. The value obtained for the largest force on an atom is 3.9 eV/A. The total energy comes out at -7359.67800 eV. For the HOMO energy, the calculation gives -8.76 eV.